ORCA calculation (ωB97M-V with the def2-TZVPD basis set) on 11 unconnected molecules or ions with the total composition C36H101N7O11.

ORCA input file:
```
! RIJCOSX wB97M-V def2-TZVPD def2/J DEFGRID3
* xyz 0 1
C 0.208 -2.764 3.820
O 1.391 -3.212 3.208
C 1.643 -4.557 3.561
C 2.991 -5.028 2.980
C 3.118 -6.550 3.124
N 4.088 -4.456 3.754
H 0.069 -1.730 3.484
H 0.240 -2.727 4.913
H -0.691 -3.279 3.461
H 1.731 -4.645 4.649
H 0.865 -5.235 3.185
H 3.027 -4.872 1.899
H 4.051 -6.911 2.697
H 2.323 -7.090 2.598
H 3.026 -6.891 4.161
H 3.930 -3.457 3.851
H 4.130 -4.877 4.671
C 5.318 5.750 2.196
O 5.044 5.348 0.884
C 4.147 4.250 0.829
C 4.012 3.791 -0.622
C 5.329 3.300 -1.232
N 3.565 4.923 -1.463
H 4.394 6.031 2.718
H 6.054 6.553 2.174
H 5.783 4.977 2.825
H 4.431 3.413 1.477
H 3.174 4.643 1.158
H 3.282 2.977 -0.645
H 5.822 2.515 -0.660
H 6.018 4.144 -1.297
H 5.099 2.987 -2.249
H 2.787 5.382 -0.980
H 4.250 5.665 -1.297
C -5.685 -0.179 2.677
O -5.478 -1.377 1.959
C -4.162 -1.523 1.496
C -4.167 -2.670 0.475
C -4.428 -3.993 1.154
N -2.910 -2.755 -0.285
H -5.181 -0.156 3.646
H -6.754 -0.020 2.804
H -5.309 0.664 2.085
H -3.768 -0.622 1.004
H -3.432 -1.734 2.290
H -5.012 -2.443 -0.188
H -4.380 -4.832 0.450
H -5.399 -4.098 1.635
H -3.621 -4.212 1.862
H -2.990 -2.155 -1.110
H -2.927 -3.688 -0.692
C -4.940 3.407 0.797
O -4.344 2.306 0.126
C -3.194 2.703 -0.622
C -2.819 1.519 -1.503
C -1.519 1.830 -2.239
N -3.869 1.275 -2.496
H -5.358 3.061 1.742
H -5.763 3.847 0.231
H -4.179 4.157 1.017
H -3.441 3.598 -1.205
H -2.395 2.988 0.077
H -2.597 0.630 -0.911
H -1.117 0.962 -2.762
H -0.784 2.141 -1.491
H -1.573 2.629 -2.982
H -4.012 2.088 -3.087
H -4.733 1.137 -1.976
C 2.197 0.437 4.521
O 3.391 0.102 3.845
C 3.219 -0.404 2.529
C 4.492 -0.102 1.755
C 4.357 -0.199 0.244
N 5.581 -0.954 2.268
H 1.511 -0.414 4.594
H 1.657 1.213 3.967
H 2.503 0.738 5.518
H 3.110 -1.490 2.610
H 2.402 0.068 1.974
H 4.757 0.922 2.060
H 4.178 -1.239 -0.030
H 5.340 0.086 -0.142
H 3.641 0.492 -0.196
H 6.468 -0.606 1.916
H 5.627 -0.804 3.272
C 0.017 5.348 -1.742
O -0.243 5.180 -3.124
C -1.485 5.720 -3.506
C -1.848 5.228 -4.896
C -0.858 5.741 -5.952
N -3.176 5.760 -5.215
H 0.834 4.654 -1.533
H -0.837 4.987 -1.165
H 0.362 6.342 -1.458
H -2.297 5.486 -2.804
H -1.414 6.820 -3.506
H -1.864 4.136 -4.891
H 0.190 5.560 -5.688
H -0.897 6.816 -6.145
H -1.069 5.257 -6.909
H -3.158 6.775 -5.248
H -3.363 5.524 -6.187
C 0.484 2.154 0.880
O 0.885 1.024 0.151
C 0.132 -0.116 0.506
C 0.655 -1.338 -0.226
C 0.646 -1.278 -1.723
N 0.018 -2.591 0.238
H 0.718 2.101 1.949
H -0.608 2.254 0.793
H 0.942 3.033 0.426
H 0.166 -0.319 1.588
H -0.931 0.113 0.317
H 1.705 -1.468 0.069
H 1.008 -0.325 -2.120
H -0.374 -1.293 -2.132
H 1.222 -2.078 -2.185
H 0.061 -2.651 1.251
H -0.992 -2.537 0.029
C 3.985 -5.330 -1.557
C 3.255 -4.097 -1.035
O 1.938 -4.485 -0.699
H 5.057 -5.106 -1.553
H 3.719 -5.514 -2.598
H 3.813 -6.207 -0.939
H 3.303 -3.305 -1.792
H 3.771 -3.742 -0.131
H 1.390 -3.709 -0.448
C -1.845 1.632 3.812
C -2.594 0.657 4.705
O -1.909 0.600 5.951
H -2.288 1.751 2.823
H -0.814 1.281 3.730
H -1.832 2.617 4.281
H -2.668 -0.317 4.213
H -3.608 1.050 4.826
H -2.554 0.323 6.609
C -5.238 -1.460 -4.177
C -3.965 -2.188 -3.788
O -3.160 -1.408 -2.909
H -5.062 -0.486 -4.635
H -5.808 -1.194 -3.283
H -5.771 -2.145 -4.839
H -3.405 -2.419 -4.705
H -4.194 -3.155 -3.335
H -3.259 -0.452 -3.119
C -0.651 -4.839 -2.843
C 0.221 -4.762 -4.070
O -0.121 -5.781 -5.001
H -0.445 -4.063 -2.105
H -0.495 -5.761 -2.279
H -1.696 -4.742 -3.139
H 1.307 -4.705 -3.923
H 0.017 -3.782 -4.537
H 0.137 -5.477 -5.873
*
```

Summary:
SMILES   COC[C@H](C)N.COC[C@H](C)N.COC[C@H](C)N.COC[C@H](C)N.COC[C@H](C)N.COC[C@H](C)N.COC[C@H](C)N.CCO.CCO.CCO.CCO
Relative energy (zero: lowest compared OMol25 entry of this formula, charge and spin)   6.8 kJ/mol
Highest occupied orbital energy   -8.77 eV

Atom charges from the Löwdin analysis, given in e for atoms 1 to 5: atom 1 (C): -0.134, atom 2 (O): -0.201, atom 3 (C): -0.204, atom 4 (C): -0.415, atom 5 (C): -0.075